54
Properties=species:S:1:pos:R:3:forces:R:3:nbo_charge:R:1 method="wB97M-V/def2-TZVPD" e_tot_ha=-1243.728800 de_lowest_kcal_mol=96.9 lumo_ev=-2.954 total_charge=+1 homo_energy_ev=-13.803
C -1.1629 1.0074 -0.2833 -1.8438 1.2182 -0.0011 -0.609
C -0.9984 2.5015 0.0032 -0.9859 0.6441 1.2600 -0.263
C 1.3511 3.1334 0.0108 -1.2087 1.5703 0.2200 0.123
N 0.1873 3.1099 -0.5398 1.0552 -0.7838 -0.9671 -0.429
H -1.1629 0.8379 -1.3669 -0.1469 -0.0755 0.5752 0.226
H -0.4868 0.3439 0.2227 0.5376 -0.0698 0.3297 0.204
H -2.2037 0.8611 0.1452 1.1605 -0.4480 -0.8232 0.242
H -1.8119 3.0605 -0.4817 -0.0419 -0.3977 0.2418 0.217
H -1.0546 2.7138 1.0878 0.1366 -0.2622 -0.4983 0.252
H 2.1830 3.4007 -0.6151 0.1503 0.2112 0.1677 0.257
H 1.4521 3.0659 1.1169 -0.1098 -0.5687 -1.0809 0.242
H 0.0735 3.2620 -1.5749 0.9807 -0.2756 1.1288 0.458
H 0.8041 -1.6015 -0.7787 0.1156 -0.3008 -0.3086 0.478
H 1.2825 -2.1830 -2.1525 0.2363 0.3286 1.4750 0.514
O 1.5462 -2.0666 -1.1958 -0.1667 -0.1239 -0.9193 -0.987
H -1.3957 0.6682 3.1756 0.2019 -0.3696 0.1470 0.494
H -1.9926 1.9735 3.5853 0.1198 0.2250 0.0719 0.477
O -1.2218 1.6139 3.1336 -0.0586 0.4022 -0.1937 -0.982
H 3.7784 1.7487 0.2909 0.0282 -0.1733 -0.0497 0.491
H 3.5379 1.2707 -1.1910 0.9098 1.0362 0.9103 0.500
O 3.6538 2.0774 -0.6077 -0.2511 -1.1439 -0.7665 -0.980
H -0.5379 -0.8810 -2.3694 -0.4546 0.3760 -1.0220 0.505
H -0.0910 -0.0257 -3.6576 -0.4966 0.1743 -0.0702 0.487
O 0.1635 -0.6941 -3.0274 1.1665 -0.3143 0.3894 -1.021
H 4.0252 -0.9133 -2.6457 -0.4426 -0.0045 0.2511 0.507
H 2.7159 -0.2342 -2.0479 -0.3260 -1.2563 -0.0909 0.490
O 3.6087 -0.0929 -2.3592 0.3791 0.9458 -0.2170 -0.977
H 1.3757 2.5886 -3.7305 0.2008 0.1920 -0.3443 0.496
H 1.3426 1.4855 -2.6945 0.1449 -0.4462 0.0820 0.490
O 0.8158 2.1948 -3.0619 -0.3535 0.3068 -0.1017 -0.969
H -0.2555 -3.9650 0.5042 -0.2321 -0.8151 -0.8934 0.481
H -0.0290 -2.9958 1.5160 0.0165 0.8132 0.1995 0.493
O -0.5460 -3.0797 0.6999 0.2564 0.1870 0.9607 -0.973
H -2.0740 -2.0473 -1.1845 -0.5100 0.3164 -0.1840 0.524
H -2.9345 -1.2277 -2.1798 -0.3323 -0.6407 0.0986 0.461
O -2.0628 -1.3034 -1.8194 1.0812 -0.6141 0.4214 -0.967
H 0.0479 -1.6162 4.2419 0.6618 0.2407 0.0253 0.460
H 1.5835 -1.5107 4.0440 -0.0891 -0.0937 0.0161 0.485
O 0.7401 -1.1542 3.7492 -0.5347 0.0971 0.2201 -0.944
H -2.6220 -1.2703 2.9339 -0.4021 0.4160 -0.3314 0.472
H -1.8158 -1.7063 4.0542 0.2378 -0.3062 0.7216 0.469
O -2.1497 -0.8956 3.6818 -0.3869 -0.3825 -0.4060 -0.923
H 1.5934 0.1081 1.8674 0.9870 0.0897 -0.1883 0.486
H 1.3615 1.1672 2.7728 0.2622 0.6391 0.4965 0.488
O 2.0496 0.9377 2.1321 -1.2607 -0.8389 -0.2335 -0.968
H -2.5963 1.2187 -3.3769 -0.5540 -1.1383 0.2165 0.487
H -3.5408 0.0227 -2.7455 0.3989 -0.0702 -0.7378 0.457
O -3.3712 0.9459 -2.8552 -0.2509 2.0773 0.0968 -0.938
H -4.0247 -3.0153 0.0807 -0.4894 -0.2809 0.5230 0.495
H -2.7631 -2.5959 0.9697 -0.1044 -0.4867 0.1941 0.492
O -3.1485 -2.6495 0.0976 0.2142 0.2989 -0.5381 -0.967
H 1.8776 -2.6140 0.7623 0.6248 0.0567 0.2737 0.504
H 2.9142 -2.5436 1.9471 0.1624 -0.1080 -0.3070 0.488
O 1.9891 -2.4371 1.7160 -0.3939 -0.0734 -0.4402 -0.994